No. 1
The following is a quantum chemistry calculation of C10H9F9In as an isolated structure, from the Open Molecules 2025 dataset.

Geometry (Å):
1 F 1.9851 2.7957 -0.6995
2 C 2.1765 1.3924 -1.1456
3 F 3.5565 1.1461 -1.7101
4 F 1.2607 1.2251 -2.3367
5 C 1.7617 0.2522 -0.0436
6 F 2.6908 -0.9369 -0.1271
7 F 0.4331 -0.2984 -0.5124
8 C 1.5041 0.7893 1.4740
9 F 0.2563 1.6185 1.6105
10 F 1.2647 -0.4211 2.3400
11 C 2.7075 1.6380 2.1700
12 F 2.6851 1.2662 3.6354
13 F 2.4872 3.1333 2.1724
14 In 4.8004 1.1970 1.4473
15 H 5.0290 -0.5598 0.9847
16 H 5.9433 1.5749 2.8270
17 H 5.2717 2.1388 -0.0228
18 C -4.9751 -0.7377 -0.8279
19 C -5.0657 -2.1180 -1.0049
20 C -3.9094 -2.8760 -1.1870
21 C -2.6604 -2.2542 -1.1822
22 C -2.5696 -0.8744 -1.0014
23 C -3.7266 -0.1152 -0.8286
24 H -5.8767 -0.1469 -0.6895
25 H -6.0385 -2.6034 -1.0018
26 H -3.9808 -3.9505 -1.3316
27 H -1.7588 -2.8454 -1.3191
28 H -1.5961 -0.3902 -0.9960
29 H -3.6558 0.9605 -0.6933

Summary:
LUMO level ... 2.597 eV
F_max ... 5.8 eV/A
Charge ... -1
HOMO level ... -5.50 eV

No. 2
The following is a quantum chemistry calculation of CHNO3S as an isolated structure, from the Open Molecules 2025 dataset.

Geometry (Å):
1 C -1.1966 0.0895 0.0802
2 N 0.5483 -0.7082 0.3526
3 O -0.2973 -0.0952 1.1523
4 O -0.3384 -0.6430 -0.7439
5 O 1.8115 0.6554 -0.2200
6 S -2.6412 0.7509 0.1754
7 H 2.1136 -0.0494 -0.7967

Summary:
LUMO level ... -1.847 eV
ΔE to the lowest compared entry with this formula, charge and spin ... 628.6 kJ/mol
F_max ... 3.7 eV/A
Charge ... 0
HOMO level ... -10.40 eV

No. 3
The following is a quantum chemistry calculation of a 2-piece molecular cluster, C3H13N3 overall, from the Open Molecules 2025 dataset.

Geometry (Å):
1 C 2.6063 -1.5645 0.1076
2 N 1.4382 -0.8119 0.4690
3 C 0.3664 -1.5259 1.2009
4 H 2.4632 -2.3918 -0.5777
5 H 3.1036 -1.9745 1.0147
6 H 3.3443 -0.8812 -0.3188
7 H 1.6121 -0.0297 1.0903
8 H -0.3714 -0.7242 1.3958
9 H -0.2073 -2.1907 0.5643
10 H 0.6662 -1.8683 2.1938
11 N -2.2072 1.5938 0.3217
12 C -1.9081 1.7007 -1.1026
13 N -0.4716 1.5175 -1.3171
14 H -2.3688 2.4450 0.8127
15 H -2.7224 0.7767 0.5781
16 H -2.1724 2.7201 -1.3975
17 H -2.5938 1.0652 -1.6712
18 H -0.4092 1.5587 -2.3403
19 H -0.1682 0.5849 -1.0238

Summary:
2S+1 ... 2
LUMO level (alpha / beta) ... 4.000 / 4.215 eV
ΔE to the lowest compared entry with this formula, charge and spin ... 64.3 kJ/mol
<S²> ... 0.750
F_max ... 1.9 eV/A
Charge ... -1
HOMO level (alpha / beta) ... 1.47 / -5.19 eV

No. 4
The following is a quantum chemistry calculation of an isolated ion of composition C14H25BrN3O2 and charge +1, from the Open Molecules 2025 dataset.

Geometry (Å):
1 C 2.5341 -3.1287 0.9981
2 C 2.0334 -1.5475 0.7885
3 C 2.9223 -0.7754 -0.3989
4 C 3.2826 0.7745 0.0192
5 C 2.7133 1.9148 -1.0138
6 C 1.1479 1.7243 -1.4633
7 C 0.2884 3.0471 -0.9909
8 C -0.1914 2.7658 0.5641
9 N 0.6550 3.2192 1.7645
10 N -0.1399 2.7882 2.8350
11 Br 0.4600 3.0868 4.6042
12 C -1.4513 2.0962 2.5207
13 N -1.4670 2.0515 1.0085
14 C -2.4532 1.4685 0.0152
15 C -3.0262 -0.0141 0.5354
16 C -2.4794 -1.2331 -0.4677
17 C -3.4061 -2.5869 -0.4117
18 O -2.6273 -3.7996 -0.8294
19 C -1.9626 -3.5609 -2.1290
20 O -0.6426 -3.2425 -2.2060
21 H 2.4726 -3.4251 2.1322
22 H 1.8229 -3.7705 0.3076
23 H 3.6516 -3.2924 0.6186
24 H 0.9228 -1.6091 0.3840
25 H 2.0586 -0.9510 1.8077
26 H 2.4217 -0.8558 -1.4557
27 H 3.9502 -1.3654 -0.4403
28 H 4.4676 0.8841 0.0236
29 H 2.9503 1.0482 1.1325
30 H 3.3876 1.9940 -1.9789
31 H 2.7926 2.9530 -0.4499
32 H 0.6331 0.7459 -1.0473
33 H 1.0929 1.6799 -2.6396
34 H -0.7049 3.0648 -1.6404
35 H 0.8957 4.0600 -1.1203
36 H -2.2979 1.6704 3.2234
37 H -3.3277 2.2020 -0.2864
38 H -1.8182 1.2109 -0.9623
39 H -4.1923 0.0099 0.3918
40 H -2.7818 -0.2136 1.6678
41 H -2.6017 -0.7970 -1.5721
42 H -1.3331 -1.4230 -0.3002
43 H -3.7262 -2.8120 0.7144
44 H -4.3584 -2.4255 -1.0996
45 H -2.5679 -3.6305 -3.1534

Summary:
LUMO level ... -4.344 eV
ΔE to the lowest compared entry with this formula, charge and spin ... 550.1 kJ/mol
SMILES ... CCCCCCCc1nn(Br)c[n+]1CCCCOC=O
F_max ... 9.3 eV/A
Charge ... +1
HOMO level ... -12.85 eV

No. 5
The following is a quantum chemistry calculation of C5H13NO as an isolated structure, from the Open Molecules 2025 dataset.

Geometry (Å):
1 C -0.6787 -0.7505 0.9098
2 C -1.6091 0.1472 1.6733
3 C 1.0581 0.2369 1.0892
4 C -1.0742 -1.0860 -0.4600
5 H -0.3481 -1.6060 1.4936
6 H -1.7886 -0.3959 -0.9063
7 H -2.5542 -0.3766 1.8432
8 H -1.2005 0.4383 2.6385
9 H -1.8242 1.0503 1.1009
10 H 0.8532 1.2986 0.9616
11 H 2.0880 -0.0913 0.9277
12 H 1.0186 0.0623 2.1625
13 H -1.4177 -2.1132 -0.5514
14 H -0.1684 -0.9566 -1.1407
15 N 1.2999 0.0596 -1.6652
16 C 1.1081 1.1896 -2.3727
17 O 1.7410 1.5453 -3.3498
18 H 1.1282 0.0502 -0.4130
19 H 1.9971 -0.5666 -2.0543
20 H 0.3716 1.8643 -1.8868

Summary:
LUMO level ... 0.775 eV
ΔE to the lowest compared entry with this formula, charge and spin ... 355.9 kJ/mol
F_max ... 4.5 eV/A
Charge ... 0
HOMO level ... -9.24 eV

No. 6
The following is a quantum chemistry calculation of C29H21Cl4N2O4PtTe as an isolated structure, from the Open Molecules 2025 dataset.

Geometry (Å):
1 Pt -0.5437 1.1101 -0.7788
2 O 0.0127 3.3349 -1.1933
3 C 1.0203 3.4404 -1.9730
4 C 1.0338 4.4796 -2.9530
5 C 2.0965 4.6781 -3.7897
6 C 3.2567 3.8837 -3.7151
7 C 3.2894 2.8774 -2.7868
8 C 2.1984 2.6094 -1.9374
9 C 2.3631 1.6329 -0.9078
10 N 1.3751 1.1416 -0.2410
11 N 1.6544 0.5710 1.0044
12 C 0.5506 0.3280 1.6345
13 O -0.6464 0.4648 1.1271
14 C 0.6244 -0.1809 3.0252
15 C 1.7785 0.0075 3.7815
16 C 1.8446 -0.4745 5.0788
17 C 0.7607 -1.1476 5.6286
18 C -0.3926 -1.3285 4.8784
19 C -0.4641 -0.8406 3.5823
20 H 0.1429 5.0903 -3.0245
21 H 2.0402 5.4667 -4.5321
22 H 4.0974 4.0677 -4.3701
23 H 4.1744 2.2560 -2.6908
24 H 3.3591 1.3681 -0.5576
25 H 2.6144 0.5290 3.3363
26 H 2.7427 -0.3224 5.6643
27 H 0.8132 -1.5239 6.6430
28 H -1.2413 -1.8496 5.3039
29 H -1.3616 -0.9635 2.9928
30 Cl -5.9117 3.1406 -4.3809
31 C -4.3227 2.6196 -3.9354
32 C -3.2967 2.6265 -4.8652
33 Cl -3.5887 3.1480 -6.4897
34 C -2.0133 2.2058 -4.4937
35 Cl -0.7050 2.1881 -5.6214
36 C -1.7620 1.7933 -3.1960
37 O -0.5725 1.3521 -2.8001
38 C -2.8085 1.7805 -2.2499
39 O -2.5145 1.3581 -1.0276
40 C -4.0771 2.1918 -2.6245
41 Cl -5.3276 2.1668 -1.4333
42 C 0.4359 -4.9943 3.4368
43 C 0.1506 -4.0762 2.2798
44 C -1.1209 -3.5678 2.0653
45 C -1.4018 -2.7185 0.9986
46 C -2.7992 -2.1724 0.8655
47 C -0.3759 -2.3854 0.1020
48 Te -0.8434 -1.3007 -1.6538
49 C 0.9248 -2.8680 0.3186
50 C 2.0902 -2.5124 -0.5669
51 C 1.1614 -3.7049 1.4046
52 H -0.4428 -5.1135 4.0706
53 H 1.2486 -4.6079 4.0547
54 H 0.7349 -5.9846 3.0860
55 H -1.9161 -3.8159 2.7617
56 H -3.3429 -2.2957 1.8037
57 H -3.3529 -2.6979 0.0843
58 H -2.7929 -1.1167 0.5941
59 H 2.0198 -1.4927 -0.9349
60 H 2.1349 -3.1619 -1.4446
61 H 3.0233 -2.6226 -0.0134
62 H 2.1710 -4.0667 1.5746

Summary:
LUMO level ... 1.549 eV
ΔE to the lowest compared entry with this formula, charge and spin ... 86.7 kJ/mol
F_max ... 1.2 eV/A
Charge ... -1
HOMO level ... -4.74 eV

no.,electronic energy (Ha)
1,-1475.19170
2,-717.12771
3,-286.26446
4,-3436.54839
5,-328.18329
6,-3756.36926